Entry 1:
{
  "formula": "C24H64O8",
  "method": "ωB97M-V with the def2-TZVPD basis set",
  "lumo_energy_ev": [2.16, 2.38],
  "de_lowest_kj_mol": 194.5,
  "multiplicity": 2,
  "total_charge": -1,
  "orbital_gap_ev": [1.31, 9.86],
  "largest_force_ev_per_a": 3.5,
  "species": ["C", "C", "C", "O", "H", "H", "H", "H", "H", "H", "H", "H", "C", "C", "C", "O", "H", "H", "H", "H", "H", "H", "H", "H", "C", "C", "C", "O", "H", "H", "H", "H", "H", "H", "H", "H", "C", "C", "C", "O", "H", "H", "H", "H", "H", "H", "H", "H", "C", "C", "C", "O", "H", "H", "H", "H", "H", "H", "H", "H", "C", "C", "C", "O", "H", "H", "H", "H", "H", "H", "H", "H", "C", "C", "C", "O", "H", "H", "H", "H", "H", "H", "H", "H", "C", "C", "C", "O", "H", "H", "H", "H", "H", "H", "H", "H"],
  "coordinates": [[-6.78, -2.35, -2.08], [-5.54, -3.18, -1.72], [-4.23, -2.39, -1.84], [-5.48, -3.48, -0.38], [-7.70, -2.44, -1.49], [-7.15, -2.56, -3.08], [-6.59, -1.29, -1.93], [-5.54, -4.15, -2.22], [-4.15, -1.67, -1.02], [-4.24, -1.79, -2.76], [-3.35, -3.01, -1.97], [-5.81, -4.38, -0.32], [-0.81, -1.47, 1.09], [-1.00, -0.08, 0.51], [-0.32, 0.20, -0.86], [-2.37, 0.13, 0.36], [-1.34, -1.56, 2.03], [0.26, -1.64, 1.25], [-1.27, -2.27, 0.50], [-0.73, 0.67, 1.26], [-0.67, -0.45, -1.66], [0.77, 0.29, -0.85], [-0.78, 1.14, -1.15], [-2.91, -0.66, 0.34], [-5.67, -1.49, 2.45], [-4.51, -2.26, 2.97], [-4.95, -3.50, 3.84], [-3.83, -2.83, 1.83], [-5.37, -0.80, 1.66], [-6.09, -1.06, 3.36], [-6.46, -2.07, 1.99], [-3.77, -1.62, 3.45], [-4.09, -4.10, 4.13], [-5.70, -4.12, 3.35], [-5.49, -3.20, 4.74], [-4.46, -3.35, 1.33], [4.83, 0.15, 2.03], [3.65, 0.02, 3.09], [2.32, 0.09, 2.46], [3.78, -1.28, 3.67], [4.98, 1.21, 1.80], [4.62, -0.35, 1.08], [5.84, -0.09, 2.36], [3.77, 0.69, 3.94], [2.04, 1.13, 2.27], [1.52, -0.32, 3.08], [2.37, -0.46, 1.52], [4.44, -1.12, 4.36], [4.06, 1.39, -1.93], [5.17, 0.79, -2.79], [4.84, -0.57, -3.39], [5.20, 1.63, -3.86], [3.10, 0.94, -2.18], [3.94, 2.46, -2.09], [4.19, 1.43, -0.85], [6.10, 0.68, -2.22], [4.81, -1.28, -2.57], [5.62, -0.91, -4.07], [3.96, -0.57, -4.04], [4.55, 1.33, -4.51], [-0.09, 5.89, 0.83], [-1.22, 4.77, 0.65], [-1.11, 3.57, 1.56], [-2.50, 5.44, 0.87], [0.03, 6.32, 1.82], [-0.20, 6.70, 0.11], [0.82, 5.38, 0.52], [-1.17, 4.35, -0.35], [-0.21, 3.01, 1.33], [-1.91, 2.83, 1.46], [-1.04, 3.94, 2.59], [-2.55, 5.64, 1.81], [2.17, 5.22, -2.81], [1.59, 3.96, -3.58], [0.81, 3.02, -2.71], [0.76, 4.41, -4.59], [1.34, 5.86, -2.50], [2.71, 5.81, -3.54], [2.72, 4.99, -1.89], [2.41, 3.35, -3.95], [0.18, 2.35, -3.29], [0.10, 3.70, -2.24], [1.46, 2.50, -2.01], [-0.03, 4.81, -4.22], [3.54, -3.88, -0.28], [2.85, -3.42, 1.03], [1.60, -4.29, 1.32], [3.80, -3.71, 2.00], [3.71, -4.96, -0.36], [4.53, -3.50, -0.54], [2.98, -3.60, -1.17], [2.67, -2.35, 1.13], [1.83, -5.36, 1.34], [0.91, -4.07, 0.50], [1.15, -3.89, 2.23], [3.75, -3.01, 2.65]]
}

=====

Entry 2:
{
  "formula": "C18H68N12O16",
  "method": "ωB97M-V with the def2-TZVPD basis set",
  "lumo_energy_ev": 0.03,
  "de_lowest_kj_mol": 169.4,
  "orbital_gap_ev": 8.50,
  "largest_force_ev_per_a": 8.5,
  "species": ["C", "C", "O", "H", "H", "H", "H", "H", "H", "C", "C", "O", "H", "H", "H", "H", "H", "H", "C", "O", "N", "N", "H", "H", "H", "H", "C", "O", "N", "N", "H", "H", "H", "H", "C", "O", "N", "N", "H", "H", "H", "H", "C", "O", "N", "N", "H", "H", "H", "H", "C", "O", "N", "N", "H", "H", "H", "H", "C", "O", "N", "N", "H", "H", "H", "H", "C", "O", "H", "H", "H", "H", "C", "O", "H", "H", "H", "H", "C", "O", "H", "H", "H", "H", "C", "O", "H", "H", "H", "H", "C", "O", "H", "H", "H", "H", "C", "O", "H", "H", "H", "H", "C", "O", "H", "H", "H", "H", "C", "O", "H", "H", "H", "H"],
  "coordinates": [[-2.55, 0.16, 3.74], [-3.18, 1.45, 4.37], [-4.29, 1.24, 5.20], [-2.53, -0.62, 4.52], [-1.52, 0.17, 3.32], [-3.19, -0.28, 2.90], [-3.47, 2.16, 3.59], [-2.34, 1.95, 4.78], [-4.76, 2.06, 5.31], [-3.86, 0.81, -0.33], [-3.78, -0.05, -1.57], [-5.03, -0.64, -1.79], [-4.64, 1.52, -0.27], [-3.02, 1.45, -0.27], [-3.76, 0.10, 0.49], [-3.00, -0.83, -1.57], [-3.54, 0.61, -2.41], [-5.13, -1.13, -2.67], [-0.67, -0.49, 0.04], [-1.61, -1.00, 0.87], [-0.29, 0.78, 0.06], [-0.01, -1.27, -0.74], [-0.66, 1.45, 0.77], [0.54, 1.17, -0.42], [-0.52, -2.13, -1.00], [0.70, -1.06, -1.47], [2.36, -2.57, 1.62], [1.32, -2.31, 2.45], [3.41, -3.20, 2.00], [2.40, -2.29, 0.34], [3.54, -3.21, 3.00], [4.27, -3.17, 1.45], [1.50, -1.86, 0.03], [2.97, -2.93, -0.34], [1.83, -3.19, -3.50], [1.66, -2.04, -2.86], [1.05, -4.23, -3.25], [2.73, -3.35, -4.47], [0.33, -4.06, -2.57], [1.42, -5.22, -3.36], [3.21, -2.45, -4.78], [2.63, -4.24, -5.07], [4.14, 2.69, 1.23], [4.70, 1.39, 1.55], [4.40, 3.77, 1.89], [3.23, 2.86, 0.33], [5.10, 3.66, 2.69], [4.18, 4.74, 1.60], [3.04, 2.14, -0.45], [2.62, 3.70, 0.25], [-1.81, 3.93, 2.25], [-1.81, 2.88, 1.37], [-1.19, 3.86, 3.38], [-2.34, 5.11, 1.91], [-0.56, 3.12, 3.50], [-1.40, 4.38, 4.15], [-2.69, 5.04, 0.91], [-2.22, 6.02, 2.38], [4.97, -1.10, -3.35], [4.66, -1.55, -4.58], [5.94, -0.26, -3.11], [4.18, -1.11, -2.32], [6.31, 0.01, -4.03], [6.19, 0.26, -2.26], [4.47, -1.09, -1.37], [3.21, -1.44, -2.52], [-1.22, -1.57, -3.70], [-2.46, -1.11, -4.01], [-0.56, -0.79, -3.49], [-0.83, -2.29, -4.39], [-1.39, -2.03, -2.71], [-2.41, -0.52, -4.75], [-1.26, 3.17, -1.84], [-1.08, 1.91, -2.41], [-2.00, 3.16, -1.08], [-1.52, 4.00, -2.55], [-0.29, 3.28, -1.50], [-1.15, 1.30, -1.64], [-3.65, -3.31, -0.25], [-4.91, -3.10, -0.71], [-3.47, -2.96, 0.79], [-2.91, -2.98, -0.98], [-3.69, -4.40, -0.16], [-4.87, -2.43, -1.40], [1.24, 1.87, 2.91], [0.50, 1.81, 4.13], [1.28, 0.85, 2.40], [2.27, 2.13, 3.11], [0.88, 2.50, 2.16], [0.54, 0.93, 4.53], [-2.31, -3.44, 3.14], [-2.05, -3.50, 4.59], [-2.65, -2.46, 2.95], [-2.98, -4.14, 2.62], [-1.37, -3.47, 2.74], [-1.55, -2.69, 4.72], [1.21, 4.83, 0.49], [2.02, 5.12, -0.62], [0.61, 3.90, 0.27], [0.40, 5.58, 0.62], [1.79, 4.77, 1.43], [1.46, 5.36, -1.41], [-0.33, -4.51, -0.04], [-0.98, -4.35, -1.25], [0.71, -4.89, 0.00], [-0.93, -5.10, 0.69], [-0.35, -3.57, 0.53], [-1.01, -5.13, -1.83], [2.01, 1.56, -2.37], [2.85, 0.99, -1.52], [1.25, 0.85, -2.59], [2.43, 1.85, -3.34], [1.57, 2.52, -1.98], [3.30, 0.22, -1.83]]
}